#P
CH5NS | wB97M-V/def2-TZVPD

Properties
Lowest unoccupied orbital energy (alpha / beta) ... -1.7 / -1.6 eV
HOMO-LUMO gap (alpha / beta) ... 7.471 / 7.473 eV
Molar mass ... 63.12 g/mol

Structure (ORCA input):
```
! wB97M-V def2-TZVPD RIJCOSX def2/J DEFGRID3
* xyz 0 1
C -0.4509 0.8605 0.9808
N 0.8016 -0.8000 -1.4881
S -0.4140 -0.9200 0.7732
H -0.4609 1.3031 -0.0111
H 0.4223 1.1919 1.5352
H -1.3658 1.1184 1.5087
H 1.4420 -1.5633 -1.2797
H 0.0258 -1.1907 -2.0190
*
```

The computed Mulliken charges, all in e, follow: number 1, C, carries -0.655; number 2, N, carries -0.560; number 3, S, carries -0.059; number 4, H, carries 0.252; number 5, H, carries 0.249; number 6, H, carries 0.290; number 7, H, carries 0.236; number 8, H, carries 0.247

=====

#Q
CH5NS | wB97M-V/def2-TZVPD

Properties
Lowest unoccupied orbital energy ... 0.9 eV
HOMO-LUMO gap ... 10.687 eV
Molar mass ... 63.12 g/mol
SMILES ... C=N.S

Structure (ORCA input):
```
! wB97M-V def2-TZVPD RIJCOSX def2/J DEFGRID3
* xyz 0 1
C -1.7346 -0.3889 -1.2145
N -0.6963 -1.0666 -1.4943
H -2.5769 -0.7681 -0.6358
H -1.8141 0.5909 -1.6824
H -0.5268 -1.6793 -0.6874
S 1.8917 1.0405 1.6270
H 2.9370 0.2306 1.8323
H 2.5200 2.0409 2.2551
*
```

The computed Mulliken charges, all in e, follow: number 1, C, carries -0.248; number 2, N, carries -0.470; number 3, H, carries 0.237; number 4, H, carries 0.244; number 5, H, carries 0.241; number 6, S, carries -0.297; number 7, H, carries 0.143; number 8, H, carries 0.150

=====

#R
CH5NS | wB97M-V/def2-TZVPD

Properties
Lowest unoccupied orbital energy ... -0.7 eV
HOMO-LUMO gap ... 8.563 eV
Molar mass ... 63.12 g/mol

Structure (ORCA input):
```
! wB97M-V def2-TZVPD RIJCOSX def2/J DEFGRID3
* xyz 0 1
C 0.3994 0.6955 0.4175
N 0.0106 -0.6383 0.5121
S -0.7771 -1.2752 -1.4880
H 1.3332 1.0165 -0.1169
H -0.5077 1.1699 0.1019
H 0.7615 1.0961 1.3878
H 0.8197 -1.3475 0.6281
H -2.0395 -0.7172 -1.4425
*
```

The computed Mulliken charges, all in e, follow: number 1, C, carries -0.554; number 2, N, carries -0.498; number 3, S, carries -0.164; number 4, H, carries 0.252; number 5, H, carries 0.256; number 6, H, carries 0.292; number 7, H, carries 0.271; number 8, H, carries 0.145

=====

#Q ends up most stable, edging out the next structure by 0.0436 hartree.

=====

#P
C5H5N | wB97M-V/def2-TZVPD

Properties
Lowest unoccupied orbital energy (alpha / beta) ... -1.8 / -1.8 eV
HOMO-LUMO gap (alpha / beta) ... 6.300 / 6.264 eV
Molar mass ... 79.10 g/mol

Structure (ORCA input):
```
! wB97M-V def2-TZVPD RIJCOSX def2/J DEFGRID3
* xyz 0 1
C -1.6014 -0.9285 0.5193
C -0.8003 -0.1382 -0.4426
C 0.4789 -0.2071 -0.4472
C 1.7065 -0.0660 -0.2940
C 2.4272 0.8044 0.2785
N 3.2487 1.5357 0.7650
H -1.0330 -1.2865 1.3857
H -2.0290 -1.7887 -0.0049
H -2.4176 -0.3016 0.8746
H 1.6356 2.2018 0.8409
H -1.2151 0.2860 -1.3406
*
```

The computed Mulliken charges, all in e, follow: number 1, C, carries -0.888; number 2, C, carries -0.359; number 3, C, carries 0.147; number 4, C, carries -0.429; number 5, C, carries 0.489; number 6, N, carries -0.388; number 7, H, carries 0.315; number 8, H, carries 0.250; number 9, H, carries 0.286; number 10, H, carries 0.261; number 11, H, carries 0.316

=====

#Q
C5H5N | wB97M-V/def2-TZVPD

Properties
Lowest unoccupied orbital energy ... 0.8 eV
HOMO-LUMO gap ... 10.095 eV
Molar mass ... 79.10 g/mol
SMILES ... C#CC#CCN

Structure (ORCA input):
```
! wB97M-V def2-TZVPD RIJCOSX def2/J DEFGRID3
* xyz 0 1
C -2.2893 -2.3946 -0.3173
C -1.4067 -1.5509 -0.3093
C -0.4720 -0.5701 -0.3248
C 0.3751 0.2999 -0.2731
C 1.2558 1.4859 -0.2348
N 1.7392 1.8526 1.0796
H -3.0061 -3.2222 -0.2681
H 2.1039 1.4280 -0.9614
H 0.6311 2.3251 -0.6590
H 2.3951 1.0651 1.3564
H 0.9241 1.8142 1.7304
*
```

The computed Mulliken charges, all in e, follow: number 1, C, carries -0.285; number 2, C, carries -0.056; number 3, C, carries -0.099; number 4, C, carries 0.091; number 5, C, carries -0.596; number 6, N, carries -0.591; number 7, H, carries 0.403; number 8, H, carries 0.321; number 9, H, carries 0.270; number 10, H, carries 0.268; number 11, H, carries 0.272

=====

#R
C5H5N | wB97M-V/def2-TZVPD

Properties
Lowest unoccupied orbital energy ... -0.9 eV
HOMO-LUMO gap ... 8.860 eV
Molar mass ... 79.10 g/mol
SMILES ... C=C=C=CC#N.[H][H]

Structure (ORCA input):
```
! wB97M-V def2-TZVPD RIJCOSX def2/J DEFGRID3
* xyz 0 1
C -2.1171 -0.2863 -0.8134
C -0.9106 -0.7028 -0.5006
C 0.2684 -0.8415 -0.0496
C 1.4526 -0.7299 0.5243
C 2.4896 0.0589 -0.0764
N 3.3150 0.7320 -0.5326
H -2.2657 0.4022 -1.6426
H -2.9843 -0.5633 -0.2210
H 1.6452 -1.1487 1.5085
H -0.7866 1.5601 0.7543
H -0.1066 1.5192 1.0491
*
```

The computed Mulliken charges, all in e, follow: number 1, C, carries -0.831; number 2, C, carries 0.229; number 3, C, carries 0.448; number 4, C, carries -0.705; number 5, C, carries 0.416; number 6, N, carries -0.387; number 7, H, carries 0.272; number 8, H, carries 0.259; number 9, H, carries 0.303; number 10, H, carries -0.010; number 11, H, carries 0.006

=====

#Q ends up most stable, edging out the next structure by 0.0146 hartree.

=====

#P
C6H12N2O | wB97M-V/def2-TZVPD

Properties
Lowest unoccupied orbital energy ... 0.9 eV
HOMO-LUMO gap ... 9.392 eV
Molar mass ... 128.17 g/mol
SMILES ... Cc1c[nH]cn1.CCO

Structure (ORCA input):
```
! wB97M-V def2-TZVPD RIJCOSX def2/J DEFGRID3
* xyz 0 1
C 0.1436 1.5750 -2.0669
C 1.2053 1.3282 -1.0235
C 1.6206 1.9214 0.1801
N 2.7564 1.2569 0.6641
C 3.0288 0.3460 -0.3642
N 2.1130 0.3508 -1.2926
H 0.4581 2.1798 -2.8987
H -0.6129 2.2999 -1.6664
H -0.3329 0.6647 -2.4952
H 0.8606 2.4247 0.7163
H 3.4698 1.7593 1.1843
H 3.8404 -0.3385 -0.2610
C -2.2238 -2.6972 1.2507
C -1.7597 -1.4703 0.5812
O -1.7235 -0.4872 1.6878
H -2.9293 -2.3375 2.1821
H -1.3753 -3.3242 1.6742
H -2.8204 -3.2650 0.5859
H -0.8383 -1.3056 0.1375
H -2.4678 -1.1188 -0.1812
H -2.4125 0.2377 1.4054
*
```

The computed Mulliken charges, all in e, follow: number 1, C, carries -1.039; number 2, C, carries 0.575; number 3, C, carries -0.544; number 4, N, carries -0.147; number 5, C, carries -0.162; number 6, N, carries -0.599; number 7, H, carries 0.324; number 8, H, carries 0.284; number 9, H, carries 0.264; number 10, H, carries 0.344; number 11, H, carries 0.271; number 12, H, carries 0.438; number 13, C, carries -0.878; number 14, C, carries -0.221; number 15, O, carries -0.532; number 16, H, carries 0.210; number 17, H, carries 0.255; number 18, H, carries 0.330; number 19, H, carries 0.241; number 20, H, carries 0.295; number 21, H, carries 0.291

=====

#Q
C6H12N2O | wB97M-V/def2-TZVPD

Properties
Lowest unoccupied orbital energy ... 0.9 eV
HOMO-LUMO gap ... 9.633 eV
Molar mass ... 128.17 g/mol
SMILES ... Cc1c[nH]cn1.CCO

Structure (ORCA input):
```
! wB97M-V def2-TZVPD RIJCOSX def2/J DEFGRID3
* xyz 0 1
C 0.9438 0.1272 2.9231
C 1.3455 0.4890 1.5310
C 2.2502 -0.2359 0.8159
N 2.4143 0.4604 -0.3824
C 1.5390 1.4955 -0.3223
N 0.9011 1.5734 0.7986
H 1.7048 -0.4845 3.3860
H 0.0324 -0.4606 2.9772
H 0.9419 1.0095 3.5660
H 3.0661 -0.8676 1.1431
H 2.7389 0.1438 -1.2795
H 1.3508 2.1246 -1.1667
C -2.1336 -1.7284 -0.7287
C -3.0207 -1.4004 -1.9305
O -2.9060 -0.0330 -2.2837
H -1.8919 -0.8523 -0.1480
H -1.2036 -2.0855 -1.1900
H -2.4850 -2.5594 -0.1151
H -2.7544 -1.9603 -2.8245
H -4.0941 -1.6206 -1.8383
H -3.1493 0.4777 -1.5088
*
```

The computed Mulliken charges, all in e, follow: number 1, C, carries -0.984; number 2, C, carries 0.660; number 3, C, carries -0.511; number 4, N, carries -0.120; number 5, C, carries -0.226; number 6, N, carries -0.617; number 7, H, carries 0.302; number 8, H, carries 0.224; number 9, H, carries 0.294; number 10, H, carries 0.338; number 11, H, carries 0.229; number 12, H, carries 0.418; number 13, C, carries -0.780; number 14, C, carries -0.283; number 15, O, carries -0.524; number 16, H, carries 0.258; number 17, H, carries 0.212; number 18, H, carries 0.310; number 19, H, carries 0.254; number 20, H, carries 0.244; number 21, H, carries 0.302

=====

#Q ends up most stable, edging out the next structure by 0.0449 hartree.